68
Properties=species:S:1:pos:R:3:forces:R:3 method="wB97M-V/def2-TZVPD" s2=15.759 spin_multiplicity=8 e_above_lowest_kcal_mol=0.0 total_charge=-1 homo_ev="-3.98 / -5.23" e_tot_ha=-4065.4800
Eu -0.261708 0.735612 -0.020509 -0.8 -0.1 0.6
O 0.646382 -3.767120 2.734002 -0.1 0.2 -0.1
C 0.409222 -2.889278 1.721183 0.1 -0.3 0.3
O -0.707463 -2.678750 1.340348 0.1 0.2 -0.3
C 1.685424 -2.319289 1.180576 0.0 -0.1 0.0
C 2.888551 -2.955331 1.447177 0.0 0.1 -0.1
C 4.035502 -2.437492 0.864684 0.0 0.0 0.0
C 3.938802 -1.327083 0.050374 0.0 0.0 0.0
C 2.692535 -0.736806 -0.138187 0.0 -0.1 0.0
N 1.590398 -1.226271 0.426838 -0.1 0.1 -0.2
C 2.536925 0.551514 -0.971167 0.2 -0.1 0.0
O 3.761597 0.834239 -1.554345 -0.1 0.1 -0.1
O 1.922256 1.499427 -0.373507 0.5 0.1 0.0
H -0.236217 -4.057596 3.007030 0.0 -0.1 0.1
H 2.918457 -3.826535 2.081909 0.0 0.0 0.0
H 4.993857 -2.908128 1.044318 0.0 0.0 0.0
H 4.795488 -0.893628 -0.441364 0.0 0.0 0.0
H 3.691464 0.912925 -2.531911 0.0 -0.1 0.0
O 1.580267 2.519679 -6.186470 0.0 0.1 0.0
C 1.302384 2.187154 -5.065844 0.0 0.0 0.1
C 0.028411 2.523385 -4.293793 0.1 0.0 0.0
O -0.778910 3.373282 -4.568165 0.0 0.0 0.0
C 0.035564 1.632711 -3.082277 0.0 0.1 0.0
C 1.243656 0.903657 -3.082550 0.0 0.1 0.1
O 1.559351 -0.012679 -2.147314 0.0 0.1 0.0
C 2.127039 1.334114 -4.122010 0.0 0.0 -0.1
O 3.329369 1.100725 -4.243764 0.0 -0.1 0.0
O -0.884652 1.603777 -2.233412 0.1 0.0 -0.2
N -3.777580 0.103926 1.075997 0.0 0.0 0.0
C -3.697240 1.477598 0.860354 0.0 0.0 0.1
C -4.569471 2.313152 1.574717 0.1 0.0 -0.1
C -4.523051 3.665112 1.322869 -0.1 0.1 0.0
C -3.666170 4.155980 0.340832 0.0 0.0 0.0
C -2.840348 3.255924 -0.296563 0.0 0.0 0.1
N -2.812339 1.950199 0.000495 0.0 -0.2 -0.2
C -3.370497 -0.949685 0.270506 -0.1 -0.1 -0.1
C -4.079292 -2.158581 0.373089 0.0 0.0 0.0
C -3.726713 -3.201848 -0.446614 0.0 -0.1 0.0
C -2.689817 -3.039105 -1.361533 0.1 0.0 0.0
C -2.027932 -1.831912 -1.367689 -0.2 0.1 0.1
N -2.354884 -0.808869 -0.567868 0.1 -0.1 0.0
H -4.411616 -0.162304 1.809511 0.0 0.0 0.0
H -5.246717 1.902555 2.312748 0.0 0.0 0.0
H -5.153760 4.341316 1.885226 0.0 0.0 0.0
H -3.615319 5.209251 0.106780 0.0 0.0 0.0
H -2.140842 3.564841 -1.063824 0.0 0.0 0.0
H -4.900044 -2.253550 1.072615 0.0 0.0 0.0
H -4.266431 -4.138795 -0.387977 0.0 0.0 0.0
H -2.386765 -3.828980 -2.033547 0.0 0.0 0.0
H -1.194596 -1.646938 -2.038912 0.0 0.0 0.0
S -2.247002 5.657059 3.753421 0.0 -0.3 -0.1
C -1.561712 4.200610 3.268352 -0.1 0.6 0.2
S -1.897158 2.726824 4.100464 -0.1 -0.2 0.1
C -0.963172 1.806970 2.939019 0.0 0.0 -0.1
N -0.437503 2.584035 2.030053 0.2 -0.2 0.1
N -0.724947 3.921600 2.253579 0.0 -0.1 -0.1
C -0.048901 4.856063 1.408618 0.0 0.1 0.1
C 0.288923 4.492699 0.112778 0.0 0.0 -0.1
C 0.978558 5.381235 -0.696297 0.0 0.0 0.0
C 1.332160 6.633586 -0.218315 0.0 0.0 0.0
C 1.002733 6.984024 1.082720 0.0 0.0 0.0
C 0.320262 6.101405 1.903522 0.0 -0.1 0.0
S -0.837748 0.098358 2.981589 0.0 0.4 -0.1
H 0.042995 3.521926 -0.285741 0.0 0.0 0.1
H 1.239226 5.073971 -1.700394 0.0 0.0 0.0
H 1.869584 7.326275 -0.852653 0.0 0.0 0.0
H 1.286027 7.953375 1.473095 0.0 0.0 0.0
H 0.064151 6.368185 2.916928 0.1 0.0 0.0